Entry 1:
Here is a molecular structure, C5H15NSi2 from OMol25. Energies are from ωB97M-V/def2-TZVPD.

E_LUMO: 0.25 eV
HOMO energy: -7.945 eV

```
23
C5H15NSi2 | OMol25 | ωB97M-V/def2-TZVPD
H 1.4248 0.2787 -2.4216
Si -2.5514 -0.2412 0.1292
C -0.4830 1.6845 0.2352
H 2.2835 1.0497 1.7690
C 1.7701 0.1123 1.5763
H 0.1247 -2.9550 -1.1497
H 2.5248 -0.6641 1.5017
H -0.0588 2.5887 -0.1998
H -3.4369 -0.9475 -0.7924
H 2.2705 1.5084 -1.4983
H -0.5719 1.8744 1.3049
H -2.5589 2.2579 -0.0323
Si 0.6996 0.1916 -0.0111
C -0.1044 -2.5218 -0.1696
N -0.3488 -1.1152 -0.2954
C -1.8820 1.4561 -0.3465
H 2.7667 -0.1695 -1.3925
H 1.1553 -0.1116 2.4437
H 0.7372 -2.7324 0.4976
H -1.8211 1.5113 -1.4366
H -2.8647 -0.5014 1.5335
C 1.9043 0.4859 -1.4701
H -0.9796 -3.0400 0.2247
```

***

Entry 2:
Here is C5H15OPSi in the gas phase from OMol25. Energies are from ωB97M-V/def2-TZVPD.

Structure (SMILES): C[Si](C)(C)P(C)(C)=O
E_LUMO: 0.56 eV
HOMO energy: -8.219 eV

```
23
C5H15OPSi | OMol25 | ωB97M-V/def2-TZVPD
H -1.0940 0.9866 2.4341
H 1.5605 -2.4783 1.8950
O -2.4678 -1.5577 0.0295
C 2.0629 1.0071 0.1371
H 1.7469 1.5431 0.9960
C 0.7841 -1.7724 1.5264
H -0.9481 2.2450 1.0339
H 0.4921 -1.2955 2.4801
C 1.1284 -1.4139 -1.6880
H -2.5562 1.6082 -0.9246
H 2.2348 1.6738 -0.6178
H -2.5690 1.5131 1.4934
H 3.1339 0.6334 0.4137
H -1.0964 1.8924 -1.8531
H 1.2123 -2.5947 -1.5588
P -1.1940 0.1778 0.0452
H 0.0962 -1.3325 -2.1638
C -1.4551 1.3236 1.4456
H 1.8825 -0.9967 -2.4066
C -1.7597 1.1392 -1.3978
H -0.0954 -2.2487 1.0361
H -2.0033 0.5343 -2.3643
Si 0.9042 -0.5871 0.0088
```

***

Entry 3:
Here is a molecular structure, C5H16F6MnN7O9S2 from OMol25. Energies are from ωB97M-V/def2-TZVPD.

⟨S²⟩: 8.7521
Multiplicity: 6
E_LUMO (spin up / spin down): -2.75 / -2.76 eV
Net charge: +1
HOMO energy (spin up / spin down): -12.165 / -13.071 eV

```
46
C5H16F6MnN7O9S2 | OMol25 | ωB97M-V/def2-TZVPD
H -3.7534 0.5173 2.8848
O -0.9273 -0.1463 1.5860
C 3.0562 -0.3652 2.3999
F 0.3592 -2.6029 -3.0836
H -1.0418 -1.6441 3.6050
H 3.1105 0.1508 -1.3156
H 0.3771 3.6778 1.5911
H 2.6528 -1.3041 -1.3149
C 0.3990 -1.5701 -3.9212
O 2.1234 -0.2302 1.6144
O -1.9614 -2.2824 -0.3832
H -3.1559 1.0790 1.4155
H 2.1109 -1.5525 3.7591
H -0.1145 4.2669 -1.8084
O 0.7685 -2.3963 0.0445
N -1.8386 -1.0530 3.4602
N 4.1529 0.4574 2.3945
N 0.1651 3.9651 0.6524
H 0.1424 -3.1219 -0.0964
N -3.0124 0.4750 2.2067
H 3.6928 -1.2045 4.1699
H -2.5762 -1.1617 4.1324
S -0.4293 -0.0565 -3.1873
F 1.6537 -1.2775 -4.2234
S -2.1310 -1.4297 -1.5364
O -1.6018 0.2511 -3.9352
H 1.6462 -2.7902 -0.0022
O 0.6376 1.8338 0.0655
N -0.7710 -0.5436 -1.6247
F -2.9425 1.0123 -0.8061
N 3.0203 -1.2823 3.4233
N 0.1330 3.3260 -1.5645
Mn 0.4685 -0.2995 0.0523
H 4.3876 0.8873 1.5202
H -0.2241 4.8637 0.4468
O -2.6020 -2.0827 -2.7132
O 0.5440 0.9964 -3.1407
F -4.2449 -0.0208 -2.1806
F -4.1932 -0.6173 -0.0999
H 0.1177 2.6013 -2.2696
H 4.7762 0.4015 3.1775
O 2.3215 -0.4009 -1.3636
C -1.8789 -0.2347 2.3881
C -3.4735 -0.1774 -1.1206
F -0.2505 -1.8941 -5.0281
C 0.3071 2.9798 -0.2708
```

***

Entry 4:
Here is 2 unconnected molecules or ions with the total composition C5H16N from OMol25. Energies are from ωB97M-V/def2-TZVPD.

E_LUMO: -3.83 eV
Net charge: +1
HOMO energy: -13.950 eV

```
22
C5H16N | OMol25 | ωB97M-V/def2-TZVPD
C -1.7174 -0.1805 1.1774
H 2.9341 -0.2640 0.9196
H -2.9387 -1.2120 -1.4838
H 3.2338 1.2789 0.6845
H -1.8506 -0.1871 2.2631
H -1.9939 -2.3577 1.0100
H 2.1092 0.4884 -1.6991
H -0.6441 -0.0442 1.0236
C 1.0673 1.8560 -0.3147
H -3.3647 -1.5069 0.7081
H -1.6401 -2.4128 -1.3131
C 1.7959 0.5756 -0.6613
N 3.0500 0.4163 0.1759
C -1.9847 -1.4260 -1.0120
H 1.4360 2.7048 -0.8974
H 1.1802 1.9765 0.7612
H 1.1715 -0.2966 -0.4706
C -2.2925 -1.4252 0.5258
H -2.2261 0.7209 0.8285
H 3.8683 0.1412 -0.3439
H 0.0294 1.8439 -0.6358
H -1.2227 -0.6894 -1.2462
```

***

Entry 5:
Here is 2 unconnected molecules or ions with the total composition C5H16N from OMol25. Energies are from ωB97M-V/def2-TZVPD.

E_LUMO: -3.84 eV
Net charge: +1
HOMO energy: -14.336 eV

```
22
C5H16N | OMol25 | ωB97M-V/def2-TZVPD
H -1.9082 -0.2113 -0.2196
C -2.6476 -1.8632 -1.3040
C -1.4794 -0.9650 -0.8613
H 3.1683 1.7265 -0.0710
H -0.3823 -2.8304 -0.5241
H -3.3123 -1.3294 -1.9658
H -2.3577 -2.7874 -1.7947
N 0.8513 2.1004 1.7810
H -1.0624 -0.5186 -1.7634
H 1.6092 2.5037 2.3351
H 2.0825 0.8606 -1.1249
H 0.6876 0.2158 0.7561
H 2.2515 0.5499 1.5078
C -0.3436 -1.7923 -0.1905
H -3.2597 -2.1163 -0.4352
H 0.1340 1.7887 2.4380
C 1.4328 0.9759 0.9514
H -0.3045 -1.7640 0.8979
H 1.6869 2.4876 -0.6727
H 0.5736 -1.4414 -0.6567
H 0.4566 2.8492 1.2091
C 2.1233 1.5607 -0.2927
```

***

Entry 6:
Here is 2 unconnected molecules or ions with the total composition C5H16N2O from OMol25. Energies are from ωB97M-V/def2-TZVPD.

Structure (SMILES): C[C@H](N)CN(C)C.O
E_LUMO: 0.89 eV
HOMO energy: -8.606 eV

```
24
C5H16N2O | OMol25 | ωB97M-V/def2-TZVPD
H -0.1685 -0.7780 2.6236
H 1.8899 0.0747 1.4510
C 0.8179 -0.2824 -0.3482
H -0.6731 -0.4025 -2.7000
O 0.0897 2.4625 -2.1006
H -1.6861 -1.6969 -2.0758
H 1.5187 -1.0360 -0.4116
N -0.5264 -0.8475 -0.3532
H -1.8303 0.0886 -1.6706
H 0.3075 2.3202 0.6703
H -0.6202 1.9082 -1.6778
H 1.6133 2.2685 1.5123
H 0.7059 2.5350 -1.4213
C 0.9087 0.4054 1.0951
H -1.0627 0.5649 1.7955
C -1.2253 -0.8746 -1.6671
H 0.0021 -2.4451 0.9283
C -0.5687 -2.2461 0.0290
H 1.0836 0.4616 -1.2165
C -0.1580 0.3121 2.1830
N 1.1374 1.8345 0.8627
H -1.6001 -2.6991 0.1795
H 0.1293 0.9706 3.0790
H -0.0847 -2.8985 -0.7668
```

***

Per-record relative energy (zero: lowest compared OMol25 entry of this formula, charge and spin), kcal/mol: 13.7; 102.0; 0.7; 12.3; 11.1; 81.0
Per-record calculated total energy, Eh: -833.2311; -905.4569; -3807.1624; -254.5826; -254.5845; -384.7290